Here is 6 unconnected molecules or ions with the total composition C27H59N3O12PS5 at a distorted geometry from the Open Molecules 2025 dataset. Energies are from ωB97M-V/def2-TZVPD.

```
107
Properties=species:S:1:pos:R:3
N 1.05875 -4.05661 5.13899
C 0.69155 -2.94908 4.65827
N 0.39578 -1.82113 5.53183
N 0.49224 -2.70529 3.28220
C -0.25776 -3.73648 2.55989
C -1.20275 -3.15879 1.49814
C -0.68086 -2.01615 0.62134
C 0.18607 -2.47758 -0.56933
C 1.63252 -1.91743 -0.62090
C 2.33573 -1.61748 0.68105
O 2.69258 -2.82253 1.29682
P 3.12056 -3.99368 -0.02108
O 2.47713 -2.85349 -1.24967
H 1.09044 -3.96454 6.15306
H 0.92753 -1.02872 5.17535
H -0.56388 -1.56057 5.30942
H 1.37626 -2.55670 2.79704
H -0.86370 -4.27550 3.29206
H 0.42151 -4.46599 2.11089
H -2.11545 -2.80934 1.99580
H -1.51010 -3.97324 0.83580
H -0.14556 -1.26924 1.20791
H -1.55057 -1.49739 0.22278
H 0.19645 -3.56298 -0.61275
H -0.29609 -2.13385 -1.49172
H 1.54555 -0.96205 -1.16718
H 3.27317 -1.08381 0.43009
H 1.80230 -0.93512 1.35836
H 3.62410 -4.92177 0.98775
H 4.41131 -3.40131 -0.08637
H 3.41241 -4.94876 -1.07810
H 1.82056 -4.61042 0.14908
C 9.69606 -5.15734 0.66677
C 9.92333 -4.72239 -0.78811
C 8.54738 -4.43449 -1.39980
S 7.48257 -3.92859 -0.03356
O 6.47188 -4.92949 0.13945
O 7.18399 -2.52783 -0.16113
C 8.71253 -4.15211 1.25461
H 10.62758 -5.18238 1.23227
H 9.25987 -6.15827 0.69127
H 10.53272 -3.81591 -0.80448
H 10.45401 -5.48416 -1.35916
H 8.56875 -3.63206 -2.13259
H 8.09967 -5.32437 -1.83760
H 8.20957 -4.49496 2.15549
H 9.18410 -3.18533 1.43040
C -4.95970 1.18018 -2.79891
C -6.03619 1.14655 -1.70322
C -5.72048 -0.03921 -0.78048
S -3.93507 -0.26908 -0.87751
O -3.67942 -1.56444 -1.45602
O -3.34517 0.11349 0.38495
C -3.62757 0.99910 -2.08208
H -4.98344 2.11321 -3.36067
H -5.12001 0.35861 -3.50183
H -5.99328 2.07518 -1.13017
H -7.04004 1.06331 -2.11966
H -5.98717 0.15330 0.25573
H -6.18443 -0.96404 -1.11768
H -2.80818 0.68241 -2.72501
H -3.31925 1.86625 -1.50049
C 0.38095 2.75107 0.76180
C 0.64064 4.25188 0.96801
C -0.54212 5.01080 0.35008
S -1.94741 3.89399 0.46254
O -2.34788 3.52516 -0.87395
O -2.92161 4.41074 1.39680
C -1.06692 2.51492 1.17613
H 1.06185 2.13516 1.34640
H 0.51193 2.48778 -0.29002
H 0.70120 4.46943 2.03649
H 1.58031 4.56505 0.51518
H -0.78796 5.92903 0.87797
H -0.38317 5.22048 -0.70610
H -1.49944 1.58888 0.79667
H -1.19524 2.57209 2.25708
C 1.95534 -1.70979 -4.31472
C 1.14427 -1.80689 -5.61459
C -0.09819 -0.91954 -5.45091
S 0.37306 0.38510 -4.30273
O -0.43732 0.26995 -3.11428
O 0.44544 1.64974 -4.99876
C 2.01997 -0.22670 -3.97454
H 2.95347 -2.12937 -4.41903
H 1.45948 -2.25646 -3.50964
H 1.74310 -1.44009 -6.45230
H 0.86431 -2.83572 -5.83644
H -0.41259 -0.45495 -6.38253
H -0.93203 -1.45653 -5.00178
H 2.28065 -0.02687 -2.93725
H 2.69265 0.30940 -4.64495
C -5.48954 6.58187 1.72461
C -5.54240 7.82080 2.62928
C -7.00148 8.29003 2.68391
S -8.00518 6.81777 2.42523
O -8.72375 6.96466 1.18341
O -8.70871 6.48898 3.63976
C -6.63930 5.68912 2.17619
H -4.53682 6.06250 1.79614
H -5.63556 6.87616 0.68263
H -5.20343 7.55310 3.63212
H -4.89151 8.61455 2.26462
H -7.27480 8.72491 3.64202
H -7.23850 8.98484 1.88050
H -6.93096 4.93794 1.44634
H -6.42720 5.21692 3.13500
```

Values from the calculation:
Net charge: -1
LUMO energy (eV): 1.782
Spin multiplicity: 1
HOMO level (eV): -3.91
Largest force on an atom (eV/A): 1.78

Atom charges from the Mulliken analysis, given in e for atoms 1 to 6:
1. N -0.648
2. C 0.324
3. N -0.820
4. N 0.027
5. C -0.612
6. C -1.305

---

Here is 4 unconnected molecules or ions with the total composition C27H60BF4N3 at a distorted geometry from the Open Molecules 2025 dataset. Energies are from ωB97M-V/def2-TZVPD.

```
95
Properties=species:S:1:pos:R:3
C -1.36159 -3.31437 3.22377
C -1.23523 -1.86402 3.66832
C -1.72778 -0.89631 2.61554
N -1.54991 0.57510 2.92500
C -2.70372 1.02191 3.78382
C -2.86091 2.54782 3.91402
C -2.98871 3.20973 2.54901
C -1.77416 2.82662 1.70062
C -1.62535 1.32455 1.59536
C -0.18026 0.85167 3.47949
H -2.38139 -3.69659 3.21558
H -0.74521 -3.97955 3.82318
H -0.97757 -3.39813 2.19857
H -0.19777 -1.70985 3.96672
H -1.86132 -1.79570 4.56613
H -2.77951 -1.09299 2.42054
H -1.12467 -1.06008 1.71716
H -3.61259 0.61293 3.34445
H -2.60390 0.52757 4.75023
H -3.71186 2.67956 4.58395
H -2.05041 3.03142 4.46678
H -3.96591 2.97569 2.12294
H -2.92953 4.29928 2.58041
H -1.85909 3.24608 0.69598
H -0.86086 3.30136 2.06555
H -2.43950 0.86855 1.02847
H -0.72055 0.97729 1.09328
H 0.52861 0.48387 2.74515
H -0.11505 0.27150 4.39688
H -0.12518 1.91321 3.68963
C 4.10599 3.12384 -1.55807
C 4.93079 2.15775 -0.68826
C 4.08764 1.18632 0.12095
N 4.86614 0.24634 1.00280
C 3.86105 -0.47645 1.88547
C 3.15178 -1.65663 1.17936
C 4.13239 -2.55642 0.46518
C 4.95121 -1.77858 -0.58613
C 5.72028 -0.67267 0.13388
C 5.81339 0.89058 1.99048
H 3.50094 2.66072 -2.33840
H 4.79521 3.80204 -2.05377
H 3.37674 3.63615 -0.92961
H 5.45337 2.79233 0.03741
H 5.75758 1.73813 -1.25921
H 3.51596 0.51706 -0.52240
H 3.42878 1.75190 0.77890
H 3.18240 0.27161 2.28243
H 4.36386 -0.97803 2.71356
H 2.51732 -1.19674 0.41031
H 2.46992 -2.21414 1.82067
H 3.61314 -3.32666 -0.10417
H 4.81684 -3.05236 1.15803
H 4.33965 -1.38894 -1.39781
H 5.65568 -2.52520 -0.94816
H 6.29866 -0.02418 -0.51479
H 6.41577 -1.17633 0.80682
H 6.63791 1.29749 1.40732
H 6.25490 0.17360 2.67378
H 5.19973 1.63797 2.48809
C -2.95387 3.05002 -2.70730
C -2.54854 1.61817 -3.04249
C -3.76637 0.69338 -3.05102
N -3.47244 -0.78528 -3.06848
C -2.52524 -1.12494 -4.23708
C -2.12248 -2.59639 -4.17416
C -1.63562 -3.03822 -2.79426
C -2.64548 -2.69342 -1.68471
C -2.90731 -1.20747 -1.71231
C -4.80204 -1.45894 -3.38363
H -2.07104 3.63535 -2.43166
H -3.66813 3.16741 -1.89171
H -3.26992 3.61062 -3.58832
H -1.76243 1.23825 -2.39335
H -2.23631 1.63279 -4.08983
H -4.49600 0.93930 -3.81731
H -4.22810 0.82847 -2.06525
H -1.64280 -0.49695 -4.12134
H -3.08789 -0.83880 -5.12260
H -1.34550 -2.69790 -4.93362
H -2.94646 -3.23035 -4.50439
H -0.62558 -2.72590 -2.54005
H -1.61653 -4.12505 -2.91177
H -2.18065 -2.96976 -0.73625
H -3.56161 -3.28176 -1.73219
H -1.99306 -0.62165 -1.64523
H -3.69791 -0.88889 -1.03116
H -4.70201 -2.53530 -3.34814
H -5.07117 -1.04022 -4.34442
H -5.46412 -1.15230 -2.57478
B 0.88231 -0.09551 -1.93868
F 1.96731 -0.99383 -1.98206
F 1.32732 1.23528 -1.82220
F 0.15023 -0.23899 -3.12451
F 0.04529 -0.40984 -0.83496
```

Values from the calculation:
Net charge: +2
LUMO energy (eV): -4.211
ΔE to the lowest compared entry with this formula, charge and spin (eV): 1.073
Spin multiplicity: 1
HOMO level (eV): -15.89
Largest force on an atom (eV/A): 2.07

Atom charges from the Mulliken analysis, given in e for atoms 1 to 6:
1. C -1.470
2. C -0.441
3. C 0.041
4. N 0.538
5. C -0.621
6. C -0.764

---

Here is 10 unconnected molecules or ions with the total composition C27H60Cl4N7O9 at a distorted geometry from the Open Molecules 2025 dataset. Energies are from ωB97M-V/def2-TZVPD.

```
107
Properties=species:S:1:pos:R:3
C -0.40821 0.81699 -0.15330
C 0.10376 -0.63122 -0.20996
O 1.10834 -0.84121 -0.97182
O -0.35828 -1.42415 0.62289
H -1.18444 1.03013 -0.88822
H 0.36278 1.44135 -0.60479
H -0.63316 1.25319 0.81995
C 0.82520 -4.48185 5.32316
C 0.29888 -4.08719 3.92971
O -0.88361 -4.26714 3.69907
N 1.08460 -3.40436 3.02143
C 2.37258 -2.76275 3.33654
H 0.02689 -4.23729 6.02386
H 1.65357 -3.84693 5.63741
H 1.02884 -5.55267 5.32308
H 0.59049 -3.07652 2.20382
H 2.63927 -1.89902 2.72750
H 3.24153 -3.39671 3.16008
H 2.40172 -2.38293 4.35781
C 0.19731 -3.61072 -3.51526
C 0.33866 -4.60048 -2.34166
O -0.08180 -5.74473 -2.48602
N 0.88030 -4.20090 -1.20588
C 0.86166 -5.01058 0.00753
H -0.77414 -3.77888 -3.98014
H 0.96246 -3.74090 -4.28057
H 0.17416 -2.59971 -3.10853
H 0.96236 -3.19524 -1.16079
H 0.82203 -6.09821 -0.05246
H 0.20601 -4.61996 0.78575
H 1.80497 -4.84593 0.52825
C -3.35282 6.57452 -0.20332
C -2.91463 5.88873 1.11499
O -3.18542 6.50795 2.15818
N -2.38757 4.68129 0.99491
C -1.97110 3.78150 1.97924
H -2.97829 6.01147 -1.05818
H -2.97229 7.59399 -0.26648
H -4.40640 6.79638 -0.37316
H -2.08106 4.51645 0.04677
H -1.45068 4.27529 2.79986
H -1.22170 3.20111 1.44105
H -2.81135 3.20956 2.37288
C -1.43115 -0.86023 4.20003
C -2.49899 -0.07578 3.46830
O -2.93288 0.87961 4.08602
N -2.85823 -0.39561 2.25806
C -3.74199 0.44500 1.47794
H -1.63871 -0.75388 5.26480
H -0.41313 -0.51106 4.02737
H -1.60618 -1.92949 4.08111
H -2.16087 -0.94255 1.77366
H -4.78887 0.19456 1.64951
H -3.55270 0.22128 0.42808
H -3.52581 1.50720 1.59239
C -3.21823 -3.78623 1.06747
C -3.50576 -3.41264 -0.30590
O -4.54208 -3.78157 -0.83417
N -2.64397 -2.54040 -0.82254
C -2.84621 -2.06343 -2.17294
H -2.77018 -3.06007 1.74573
H -2.72069 -4.75583 1.08837
H -4.13446 -4.14649 1.53528
H -1.78199 -2.33140 -0.33942
H -1.97951 -1.52462 -2.55586
H -3.69014 -1.39042 -2.32437
H -2.89638 -2.89713 -2.87333
C -0.57380 6.25903 -3.18707
C -0.46993 5.18461 -2.16253
O -1.36924 4.40253 -1.88715
N 0.75673 5.03242 -1.64249
C 1.14692 4.01378 -0.71634
H 0.28222 6.93065 -3.25222
H -1.47923 6.86453 -3.14664
H -0.71320 5.73603 -4.13320
H 1.41415 5.73461 -1.95041
H 1.49419 3.19868 -1.35126
H 0.36366 3.67672 -0.03737
H 1.90361 4.37688 -0.02087
C 4.68658 1.44782 -1.70261
C 4.37118 1.90683 -0.27583
O 5.00676 2.83568 0.27045
N 3.40442 1.19873 0.32452
C 2.93685 1.38182 1.68563
H 3.74915 1.32667 -2.24542
H 5.25043 0.51848 -1.78320
H 5.27202 2.23794 -2.17279
H 2.84239 0.60011 -0.26361
H 3.44372 2.17523 2.23488
H 2.88371 0.46102 2.26649
H 1.93119 1.73959 1.46478
Cl 0.03706 -0.23650 -5.43546
C -0.60677 0.78700 -4.12310
C -0.53047 2.28907 -4.51298
Cl -1.28426 2.65213 -6.11986
H -0.08889 0.69920 -3.16802
H -1.60858 0.41638 -3.90603
H 0.51576 2.55739 -4.65961
H -1.05261 2.80551 -3.70753
Cl 5.95200 -2.87870 -2.17604
C 4.55168 -3.36492 -1.20173
C 3.95152 -2.30729 -0.23484
Cl 5.15772 -2.16540 1.06405
H 4.78552 -4.30897 -0.70958
H 3.82966 -3.51381 -2.00461
H 3.00972 -2.69994 0.14846
H 3.83414 -1.30207 -0.63962
```

Values from the calculation:
Net charge: -1
LUMO energy (eV): 1.861
ΔE to the lowest compared entry with this formula, charge and spin (eV): 0.000
Spin multiplicity: 1
HOMO level (eV): -7.13
Largest force on an atom (eV/A): 4.10

Atom charges from the Mulliken analysis, given in e for atoms 1 to 6:
1. C 0.329
2. C 0.216
3. O -0.962
4. O -0.056
5. H 0.321
6. H -0.613

---

Here is a molecular structure, C27H61AlF17INO9P2S8Si at a distorted geometry from the Open Molecules 2025 dataset. Energies are from ωB97M-V/def2-TZVPD.

```
128
Properties=species:S:1:pos:R:3
C 0.65303 1.19064 -2.43083
Si 1.54112 -0.39624 -1.85236
C 0.59808 -1.81615 -2.71611
C 1.24324 -0.52498 0.02096
Al 3.80536 -0.25630 -2.65074
P 3.83598 -1.37079 -4.77596
N 5.29215 -1.61257 -5.42021
P 4.22761 2.06445 -3.11485
O 5.49315 2.56915 -2.14180
I 5.27910 2.06582 -5.36489
C 5.29178 -1.19901 -1.58172
F 6.53150 -0.82191 -2.03492
F 5.21050 -2.56073 -1.82475
C 5.32803 -1.13041 -0.04566
F 4.27988 -1.81397 0.44818
F 6.46291 -1.72935 0.43403
C 5.38281 0.29137 0.53162
F 4.33414 1.03380 0.10808
F 6.51179 0.86114 0.04888
C 5.45126 0.37340 2.09755
F 5.23101 -0.83593 2.66221
F 6.68170 0.78544 2.48562
C 4.41758 1.34203 2.73828
F 4.54442 1.19020 4.08056
F 3.17340 0.93901 2.41896
C 4.63250 2.86110 2.40501
F 5.51897 3.03041 1.39885
F 5.17155 3.43503 3.51473
C 3.33076 3.67077 2.12746
F 3.68505 4.97872 2.23709
F 2.42765 3.39413 3.09890
C 2.66020 3.53825 0.73439
F 1.70332 4.48427 0.67860
F 2.08375 2.35330 0.58060
F 3.53568 3.75113 -0.23623
H 1.06409 2.06949 -1.94403
H -0.42164 1.13013 -2.27667
H 0.84534 1.31658 -3.49721
H 0.56859 -2.68483 -2.06916
H 1.00697 -2.04654 -3.69537
H -0.41977 -1.46901 -2.86606
H 0.33765 0.02114 0.27184
H 2.06801 -0.21487 0.64826
H 1.02640 -1.56391 0.26306
H 3.17723 -2.61178 -4.55410
H 2.92135 -0.69514 -5.64339
H 5.42065 -2.60976 -5.54528
H 6.32604 2.15817 -2.38549
C -3.41484 -3.93674 -1.03512
S -2.99300 -2.35711 -0.30693
O -1.56864 -2.10199 -0.66089
C -3.02214 -2.92986 1.39533
H -3.40652 -3.81249 -2.11726
H -2.66709 -4.67237 -0.74141
H -4.40451 -4.24361 -0.70778
H -2.31572 -3.75202 1.51399
H -4.03466 -3.25134 1.64046
H -2.72924 -2.09740 2.03234
C -5.76737 -5.71549 -4.07934
S -6.14468 -6.85807 -2.75363
O -5.09764 -6.68524 -1.70408
C -5.74726 -8.35159 -3.66721
H -5.91437 -4.70398 -3.70633
H -4.72887 -5.85452 -4.38383
H -6.43744 -5.88841 -4.91566
H -4.71364 -8.31094 -4.02974
H -6.43948 -8.44080 -4.50589
H -5.87609 -9.20064 -2.99790
C -0.67528 -6.58719 -4.67986
S -1.34605 -7.97679 -3.76198
O -2.64152 -8.33979 -4.41436
C -1.74873 -7.05304 -2.28370
H -0.39729 -6.94169 -5.67004
H -1.43169 -5.80703 -4.76379
H 0.20686 -6.20712 -4.16537
H -2.43465 -6.24733 -2.53326
H -0.82883 -6.65957 -1.84899
H -2.23395 -7.72839 -1.58319
C -8.24154 -2.48426 -7.97409
S -8.37998 -4.19643 -7.44806
O -7.48557 -4.35551 -6.26946
C -7.50976 -4.89697 -8.85549
H -8.68790 -1.86219 -7.20167
H -7.19032 -2.22389 -8.09505
H -8.78160 -2.34932 -8.91110
H -6.50945 -4.46875 -8.91535
H -8.07127 -4.69107 -9.76662
H -7.44128 -5.97182 -8.70321
C 1.03833 7.25283 2.56227
S 1.29166 7.63069 4.30116
O -0.05672 7.85184 4.89747
C 2.02103 9.24806 4.03258
H 0.54605 6.28516 2.49762
H 0.40777 8.01915 2.11070
H 2.00335 7.20318 2.05900
H 1.31968 9.87070 3.47526
H 2.95733 9.13608 3.48778
H 2.22887 9.69273 5.00169
C -8.59728 -2.68672 1.08639
S -7.58007 -4.13068 0.75043
O -6.30352 -3.62924 0.17851
C -8.55100 -4.72616 -0.63632
H -8.13254 -2.13379 1.89976
H -8.64655 -2.06003 0.19604
H -9.59457 -3.00957 1.38530
H -8.59891 -3.95174 -1.40253
H -9.55399 -4.98503 -0.29566
H -8.06580 -5.61149 -1.04469
C 5.58411 10.55853 8.33526
S 4.84904 9.30212 7.27696
O 4.51199 9.97251 5.99180
C 3.31731 9.12581 8.19224
H 6.54741 10.83021 7.90916
H 4.93589 11.43451 8.37007
H 5.72786 10.14837 9.33493
H 2.80844 10.08946 8.24061
H 3.53687 8.75424 9.19283
H 2.70311 8.39853 7.66358
C 4.86496 3.89734 7.12289
S 3.42381 4.67105 6.37975
O 3.24870 5.98807 7.04780
C 2.21502 3.55701 7.10344
H 5.73926 4.47248 6.82616
H 4.76565 3.90632 8.20866
H 4.95625 2.87609 6.75252
H 2.29203 3.59010 8.19047
H 2.39212 2.54614 6.73553
H 1.22821 3.89298 6.79218
```

Values from the calculation:
Net charge: -1
LUMO energy (eV): 1.351
Spin multiplicity: 1
HOMO level (eV): -4.15
Largest force on an atom (eV/A): 1.06

Atom charges from the Mulliken analysis, given in e for atoms 1 to 6:
1. C -1.279
2. Si 1.108
3. C -1.249
4. C -0.688
5. Al -0.889
6. P 0.373